Below is a structure of composition C7H10 at a distorted geometry, with properties calculated with ωB97M-V/def2-TZVPD.

Positions of all 17 atoms, in Å:
C1 1.456 -0.771 -0.178
C2 0.970 0.642 0.191
C3 0.011 0.946 -0.981
C4 -0.940 -0.225 -0.664
C5 -1.452 0.189 0.775
C6 -0.066 0.212 1.194
C7 0.050 -1.243 -0.172
H1 2.018 -0.885 -1.111
H2 2.045 -1.227 0.619
H3 1.705 1.403 0.452
H4 0.515 0.863 -1.954
H5 -0.491 1.919 -0.919
H6 -1.690 -0.510 -1.397
H7 -2.042 1.102 0.875
H8 -2.020 -0.630 1.210
H9 0.158 0.505 2.196
H10 -0.228 -2.289 -0.139

Values from the calculation:
- Molar mass: 94.16 g mol⁻¹
- Kohn-Sham gap: 8.91 eV
- Relative energy (zero: lowest compared OMol25 entry of this formula, charge and spin): 3.456 eV
- Calculated total energy: -7417.579 eV
- Net charge: 0

Atomic partial charges in e from the Löwdin method, atoms 1 to 6: number 1, C, carries -0.168; number 2, C, carries -0.281; number 3, C, carries -0.114; number 4, C, carries -0.268; number 5, C, carries -0.162; number 6, C, carries -0.101

=====

Below is a structure of composition C26H23FeN2O3 at a distorted geometry, with properties calculated with ωB97M-V/def2-TZVPD.

Positions of all 55 atoms, in Å:
C1 2.744 3.437 -0.184
C2 1.650 3.640 0.664
C3 1.214 2.625 1.503
C4 1.788 1.350 1.432
C5 1.228 0.193 2.214
N1 0.802 -1.028 1.467
C6 1.431 -2.296 1.736
C7 0.573 -3.313 1.008
N2 -0.572 -2.527 0.545
C8 -0.348 -1.193 0.812
C9 -1.133 0.009 0.483
C10 -1.914 0.578 1.506
C11 -2.546 1.791 1.268
C12 -2.372 2.447 0.049
C13 -1.503 1.931 -0.913
C14 -0.864 0.715 -0.703
C15 2.964 1.178 0.692
C16 3.421 2.205 -0.142
H1 3.095 4.224 -0.852
H2 1.143 4.605 0.663
H3 0.382 2.796 2.195
H4 1.990 -0.165 2.921
H5 0.377 0.521 2.811
H6 2.467 -2.264 1.394
H7 1.465 -2.460 2.824
H8 1.144 -3.718 0.168
H9 0.256 -4.107 1.691
H10 -1.999 0.044 2.462
H11 -3.186 2.206 2.044
H12 -2.903 3.378 -0.145
H13 -1.326 2.461 -1.844
H14 -0.136 0.300 -1.411
H15 3.497 0.223 0.758
H16 4.307 2.038 -0.754
O1 -4.734 -8.102 3.120
C17 -4.528 -7.396 2.249
Fe1 -3.812 -5.927 1.543
C18 -4.289 -4.542 2.649
O2 -4.408 -3.697 3.459
C19 -2.280 -5.838 2.442
O3 -1.334 -5.772 3.099
C20 -1.447 -2.995 -0.516
C21 -0.989 -4.366 -1.023
C22 -1.417 -5.641 -0.758
C23 -2.613 -6.340 -0.320
C24 -3.882 -5.712 -0.449
C25 -3.882 -4.256 -0.329
C26 -2.946 -3.301 -0.035
H17 -1.473 -2.176 -1.262
H18 -0.097 -4.328 -1.678
H19 -0.658 -6.407 -0.978
H20 -2.583 -7.443 -0.230
H21 -4.772 -6.259 -0.813
H22 -4.933 -3.947 -0.361
H23 -3.257 -2.546 0.689

Values from the calculation:
- Molar mass: 467.33 g mol⁻¹
- Kohn-Sham gap (spin up / spin down): 6.08 / 6.19 eV
- Calculated total energy: -70833.167 eV
- Net charge: +1
- <S²>: 6.126
- Multiplicity: 5

Atomic partial charges in e from the Löwdin method, atoms 1 to 6: number 1, C, carries -0.066; number 2, C, carries -0.074; number 3, C, carries -0.046; number 4, C, carries -0.221; number 5, C, carries -0.062; number 6, N, carries 0.002

=====

Below is an isolated molecule of C3H6O2 at a distorted geometry, with properties calculated with ωB97M-V/def2-TZVPD.

Positions of all 11 atoms, in Å:
C1 -1.256 -0.804 -0.055
C2 0.176 0.915 -0.046
C3 1.601 0.190 -0.201
H1 -1.969 -1.451 -0.718
H2 -1.910 -0.414 0.887
H3 -0.565 -1.484 0.682
H4 0.226 1.860 -0.576
H5 0.135 1.067 1.078
H6 2.286 0.819 0.122
O1 -0.784 0.230 -0.811
O2 2.060 -0.929 -0.362

Values from the calculation:
- SMILES string: COCC=O
- Molar mass: 74.08 g mol⁻¹
- Kohn-Sham gap: 10.18 eV
- Relative energy (zero: lowest compared OMol25 entry of this formula, charge and spin): 3.501 eV
- Calculated total energy: -7300.177 eV
- Net charge: 0

Atomic partial charges in e from the Löwdin method, atoms 1 to 6: number 1, C, carries -0.205; number 2, C, carries -0.166; number 3, C, carries -0.187; number 4, H, carries 0.115; number 5, H, carries 0.109; number 6, H, carries 0.131

=====

Below is a structure of composition C9H23CoN5O6 at a distorted geometry, with properties calculated with ωB97M-V/def2-TZVPD.

Positions of all 44 atoms, in Å:
O1 2.324 -2.001 -0.524
H1 2.395 -2.892 -0.941
Co1 -1.128 0.063 -0.225
N1 -1.034 -0.743 -1.940
N2 0.510 1.192 -1.351
N3 -2.238 -0.218 1.345
N4 -0.384 1.472 1.337
O2 -1.884 -1.637 -2.213
O3 -3.301 -0.902 1.281
O4 0.607 2.386 1.346
O5 1.262 2.228 -1.086
C1 0.850 0.576 -2.508
C2 0.025 -0.542 -2.787
C3 -1.834 0.216 2.604
C4 -0.876 1.234 2.573
C5 0.372 -1.526 -3.833
H2 1.230 -2.108 -3.443
H3 0.703 -0.999 -4.742
H4 -0.468 -2.188 -4.080
C6 2.021 1.091 -3.297
H5 2.934 0.946 -2.676
H6 1.878 2.188 -3.437
H7 2.174 0.599 -4.281
C7 -2.346 -0.494 3.776
C8 -0.416 1.950 3.763
H8 -2.569 -1.536 3.556
H9 -3.252 -0.113 4.239
H10 -1.590 -0.473 4.547
H11 0.251 2.761 3.454
H12 0.115 1.279 4.441
H13 -1.271 2.370 4.313
H14 -1.023 -2.047 0.039
H15 0.948 2.338 0.298
C9 3.644 -1.239 0.554
H16 4.419 -0.692 -0.021
H17 3.887 -2.226 0.784
H18 3.244 -0.683 1.411
O6 -0.254 -1.577 0.380
H19 1.396 -2.030 -0.210
H20 -0.332 -1.689 1.337
N5 -2.519 1.234 -0.851
H21 -2.214 1.933 -1.553
H22 -2.968 1.770 -0.081
H23 -3.290 0.729 -1.298

Values from the calculation:
- Molar mass: 356.24 g mol⁻¹
- Kohn-Sham gap (spin up / spin down): 3.54 / 3.51 eV
- Relative energy (zero: lowest compared OMol25 entry of this formula, charge and spin): 1.208 eV
- Calculated total energy: -67051.771 eV
- Net charge: +1
- <S²>: 6.105
- Multiplicity: 5

Atomic partial charges in e from the Löwdin method, atoms 1 to 6: number 1, O, carries 0.044; number 2, H, carries 0.162; number 3, Co, carries 0.557; number 4, N, carries -0.205; number 5, N, carries -0.051; number 6, N, carries -0.251

=====

Below is a structure of composition C15H24N3O3ReS2SbSe3Te, with properties calculated with ωB97M-V/def2-TZVPD.

Positions of all 53 atoms, in Å:
Re1 0.744 -0.328 -0.025
Se1 3.111 -0.090 -0.394
Se2 3.633 0.872 1.640
Te1 1.540 -0.639 2.466
Se3 0.024 0.874 3.593
C1 0.119 2.946 -2.338
C2 0.880 2.559 -1.086
C3 0.877 3.641 -0.023
O1 0.276 1.395 -0.517
H1 0.597 3.801 -2.817
H2 -0.907 3.223 -2.090
H3 0.096 2.120 -3.049
H4 1.911 2.285 -1.343
H5 -0.140 3.797 0.340
H6 1.244 4.582 -0.435
H7 1.503 3.350 0.819
C4 -2.975 1.253 -0.216
Sb1 -1.976 -0.490 0.468
C5 -2.906 -1.993 -0.729
C6 -3.024 -0.850 2.262
H8 -4.049 1.153 -0.067
H9 -2.761 1.413 -1.271
H10 -2.605 2.106 0.351
H11 -3.940 -2.143 -0.420
H12 -2.362 -2.931 -0.615
H13 -2.881 -1.704 -1.779
H14 -4.078 -0.995 2.027
H15 -2.887 -0.012 2.940
H16 -2.617 -1.746 2.720
N1 -5.601 -4.849 4.892
C7 -4.271 -4.609 4.600
C8 -3.652 -3.431 5.036
C9 -2.338 -3.171 4.709
C10 -1.620 -4.082 3.941
C11 -2.217 -5.259 3.514
C12 -3.535 -5.521 3.838
S1 0.048 -3.723 3.525
O2 0.581 -2.893 4.568
O3 0.685 -4.971 3.195
N2 -0.009 -2.759 2.206
C13 0.211 -3.264 0.997
S2 0.076 -4.925 0.482
C14 0.390 -4.460 -1.155
C15 0.628 -3.144 -1.233
N3 0.538 -2.460 -0.031
H17 -5.992 -4.340 5.666
H18 -5.909 -5.806 4.840
H19 -4.211 -2.724 5.636
H20 -1.851 -2.267 5.053
H21 -1.642 -5.979 2.947
H22 -3.999 -6.443 3.509
H23 0.440 -5.184 -1.949
H24 0.902 -2.599 -2.124

Values from the calculation:
- Molar mass: 1030.96 g mol⁻¹
- Kohn-Sham gap (spin up / spin down): 5.61 / 6.26 eV
- Relative energy (zero: lowest compared OMol25 entry of this formula, charge and spin): 1.450 eV
- Calculated total energy: -260227.352 eV
- Net charge: 0
- <S²>: 0.914
- Multiplicity: 2

Atomic partial charges in e from the Löwdin method, atoms 1 to 6: number 1, Re, carries 0.595; number 2, Se, carries 0.097; number 3, Se, carries -0.062; number 4, Te, carries 0.578; number 5, Se, carries -0.163; number 6, C, carries -0.049

=====

Below is an isolated molecule of C6H16NOP at a distorted geometry, with properties calculated with ωB97M-V/def2-TZVPD.

Positions of all 25 atoms, in Å:
C1 0.560 2.730 -0.796
C2 0.543 0.596 -2.106
C3 -1.333 -2.069 0.971
C4 1.147 -2.251 1.076
C5 0.845 1.270 -0.725
C6 -0.069 -1.546 0.396
N1 -2.027 0.810 0.497
O1 0.373 0.676 2.033
P1 -0.022 0.344 0.645
H1 -0.449 2.900 -1.205
H2 0.446 3.238 0.164
H3 1.178 3.431 -1.325
H4 1.044 -0.392 -2.106
H5 0.952 1.228 -2.840
H6 -0.536 0.696 -1.974
H7 -1.233 -1.678 2.020
H8 -2.272 -1.633 0.577
H9 -1.435 -3.142 1.001
H10 0.957 -3.294 0.990
H11 1.175 -2.073 2.162
H12 2.090 -2.009 0.597
H13 1.849 0.953 -0.334
H14 0.084 -1.612 -0.788
H15 -1.826 1.414 -0.260
H16 -2.039 1.412 1.330

Values from the calculation:
- SMILES string: CC(C)P(N)(=O)C(C)C
- Molar mass: 149.17 g mol⁻¹
- Kohn-Sham gap: 10.30 eV
- Relative energy (zero: lowest compared OMol25 entry of this formula, charge and spin): 0.944 eV
- Calculated total energy: -19307.376 eV
- Net charge: 0

Atomic partial charges in e from the Löwdin method, atoms 1 to 6: number 1, C, carries -0.129; number 2, C, carries -0.086; number 3, C, carries -0.158; number 4, C, carries -0.105; number 5, C, carries -0.494; number 6, C, carries -0.483